This record from the Open Molecules 2025 dataset describes 9 unconnected molecules or ions with the total composition C33H67NO18 in a non-equilibrium geometry. The level of theory is ωB97M-V/def2-TZVPD.

```
119
Properties=species:S:1:pos:R:3:forces:R:3:mulliken_charge:R:1
C -9.88982 -2.60208 -0.06295 0.033 -0.182 -1.351 -0.23
H -4.69313 -5.14060 1.32770 0.223 0.540 0.061 0.28
H -10.47008 -1.84167 -0.58560 0.065 0.559 0.440 0.32
H 0.72140 0.79797 2.26186 0.156 0.308 -0.059 0.29
O 0.61718 8.31980 4.67555 0.905 0.199 0.167 -0.32
H -10.87557 -2.56627 1.81544 -0.119 -0.603 0.015 0.38
H -10.31754 -3.50369 -0.50141 -0.058 -0.448 0.543 0.30
O -5.93746 -6.98977 3.51195 -0.295 0.439 -2.369 -0.60
C 3.02948 8.60231 -4.92735 0.359 0.281 0.997 -1.18
H 0.85561 -6.83412 1.69385 -0.285 0.314 0.042 0.36
H -6.63092 -8.83768 2.08143 0.765 0.714 0.173 0.31
H -1.09009 -2.34960 -6.21084 -0.137 -0.076 0.223 0.28
H 0.09357 -8.37947 1.89993 0.112 -0.266 -0.409 0.31
C 0.22765 1.31001 1.43595 0.694 -0.241 0.867 -0.65
H -9.03241 -7.60923 0.85046 -0.343 0.037 -0.074 0.29
H 8.33059 0.77764 5.39449 -0.725 0.019 -0.360 0.28
H -0.36267 2.13971 1.82482 -0.121 -0.157 -0.613 0.27
O 6.82349 0.19064 -0.47609 2.211 -0.213 2.703 -0.57
O -0.48464 1.27200 -8.66755 0.045 -1.791 -0.584 -0.56
H -9.24996 -3.35472 1.84625 -0.224 -0.089 -0.026 0.20
C 7.26383 -0.03431 0.66678 -1.433 0.588 -2.323 0.72
H -3.31857 -9.87368 -1.32032 0.321 0.254 0.923 0.24
H -9.50623 -1.61830 1.88081 0.485 0.174 -0.572 0.31
O 1.87118 6.61553 -4.35208 -0.790 -1.041 -0.611 -0.26
H 11.67591 0.66490 0.01577 -0.172 0.021 -0.251 0.37
H 1.24546 4.17464 -5.09010 -0.080 -0.268 -0.160 0.30
H 9.42055 1.85964 0.12360 -0.186 0.007 0.359 0.29
C -1.24549 -1.27377 -6.12992 0.876 -0.152 -0.848 -1.04
O -0.52519 7.49360 6.52177 1.054 0.250 -1.841 -0.57
C -1.45542 -8.69899 -1.63229 -0.999 -0.132 -3.025 0.74
H 3.53950 7.20830 -3.38357 -0.105 0.176 0.414 0.28
H 4.61313 4.76226 3.27918 -0.305 0.040 0.409 0.38
H -4.65964 -4.73680 3.10758 -0.121 -0.361 -0.155 0.27
H 0.65278 -7.97226 -0.51750 0.646 0.318 0.182 0.27
C -0.20417 -7.45722 -0.08335 2.401 0.234 0.332 -0.24
O -8.98452 -2.91100 -2.75301 0.180 0.239 1.765 -0.58
H 0.35430 8.15621 2.68444 0.382 -0.163 0.186 0.24
C -8.56210 -8.08898 1.70880 -0.191 0.581 -1.528 -1.09
H 7.23883 0.84521 6.83395 -0.721 0.161 -0.653 0.28
O -0.07169 -0.88974 0.91458 -0.649 0.928 -0.044 -0.50
C -0.05409 7.70929 3.59085 -1.112 -0.059 0.060 -0.16
H -8.86177 -7.47038 2.55475 0.622 -0.235 0.273 0.29
H -2.33649 0.23105 -7.20480 0.250 0.173 -0.469 0.31
C -5.94886 -6.41680 2.40915 2.189 1.887 5.475 0.72
H 4.60507 3.04689 3.81739 -0.075 0.170 -0.011 0.26
C 0.60997 -0.19468 -10.21097 -0.726 -0.071 1.285 -0.88
O 6.76487 2.91421 4.92865 -0.365 0.031 -0.853 -0.23
O 8.54080 0.23603 1.13851 -2.263 -0.447 -0.070 -0.26
H -6.30617 -1.94848 -1.41195 0.367 -0.053 -0.287 0.30
H 3.50514 8.07840 -5.75642 -0.081 0.211 0.021 0.32
H 2.27158 9.32113 -5.23879 -0.484 -0.644 -0.280 0.32
H 0.97121 1.56032 0.67928 -0.107 0.437 0.181 0.28
H -2.89992 -1.39567 -7.43719 0.223 -0.129 -0.978 0.27
H 0.07752 3.84111 -3.79463 0.189 0.479 0.220 0.29
H -6.71607 -2.35976 -3.15773 0.579 0.026 0.197 0.30
C -2.28797 -9.96467 -1.66339 -0.282 -0.095 -1.176 -0.94
H 9.40643 0.33517 -0.73489 -0.423 0.016 -0.040 0.29
H -6.30054 -3.64608 -1.97550 0.045 0.055 -0.008 0.20
C -6.74591 -2.66040 -2.11044 -0.009 0.347 0.388 -0.82
H -6.06607 -4.30962 2.09707 0.116 0.158 -0.134 0.18
C 0.56074 4.62820 -4.37349 0.802 0.165 -1.202 -0.99
C -8.19792 -2.72162 -1.83795 -1.976 -0.339 -0.054 0.63
H 1.22634 8.74942 7.88652 -0.428 0.188 -0.277 0.31
C -0.39536 0.13213 -9.11779 -1.242 2.328 2.281 0.68
H 11.16947 -0.62554 1.07334 -0.867 -0.381 -0.549 0.33
C 0.37790 8.11251 5.96879 -0.983 0.029 2.222 0.75
C -9.85533 -2.54836 1.43223 -0.696 0.312 0.602 -1.07
C 7.95389 1.38770 6.21549 1.729 -2.313 0.864 -1.04
C 5.22504 3.89426 3.52463 -0.203 0.836 -0.176 -1.06
O -1.53535 0.52403 0.12464 1.149 -0.259 1.066 -0.51
C 7.63278 2.76936 5.89985 0.113 1.246 1.486 0.73
H -1.73942 -10.78778 -1.20548 -0.291 0.052 0.207 0.26
H 6.03638 0.02634 2.48945 0.301 0.134 -0.026 0.16
H 1.18820 0.70251 -10.43189 -0.550 0.081 -0.158 0.29
H 11.21682 0.94202 1.64642 -0.270 0.402 0.083 0.30
C -1.99635 -0.78789 -7.38965 0.518 0.904 1.180 -0.21
H 8.79920 1.33939 6.90194 0.215 0.680 -0.005 0.36
O 8.05946 3.68067 6.57013 -0.032 0.463 -0.336 -0.58
C 9.50048 0.78061 0.25548 1.788 -1.211 -0.687 -0.19
H 2.10118 8.28418 -3.07582 -0.203 -0.664 0.437 0.27
O -1.08616 -8.12311 -2.64122 0.184 -0.404 0.851 -0.58
C 6.22933 4.21849 4.62379 -0.018 -0.189 -0.491 -0.28
C 1.37376 5.62529 -3.60018 -1.614 0.022 2.120 0.73
C 2.63024 7.65210 -3.78903 0.706 1.039 -0.877 -0.16
N -0.54675 0.23950 0.80755 -1.120 -1.013 -1.412 0.81
H 6.99307 4.92711 4.30341 0.335 -0.359 -0.242 0.30
H 1.28659 9.96453 6.50826 -0.416 0.146 0.374 0.27
C -7.06524 -8.14476 1.36079 -1.018 -0.714 0.703 -0.24
O -8.53417 -2.53897 -0.50236 1.346 -0.022 -1.632 -0.25
O -6.50697 -6.80363 1.33694 -1.066 -1.990 -2.043 -0.28
H -0.94481 -7.03308 1.94268 0.144 0.546 -0.110 0.28
H -9.02562 -9.07274 1.78274 0.295 -0.074 0.162 0.36
C 10.92418 0.38759 0.75475 0.165 0.984 0.580 -1.19
O 1.38274 5.60016 -2.38125 0.873 0.394 -0.875 -0.58
H -0.20339 -6.48637 -0.57888 -0.581 0.127 0.181 0.34
H 1.32214 -0.84244 -9.69977 -0.103 -0.751 -0.681 0.27
C -0.04456 -7.39736 1.44775 -0.338 -0.362 -0.495 -1.10
C 6.32094 -0.65373 1.68656 0.563 -0.752 0.643 -0.88
O -1.23869 -8.29683 -0.43405 -1.641 -0.484 2.646 -0.26
H -1.94801 7.51504 2.72137 -0.406 -0.409 0.334 0.36
O -1.17954 -0.89388 -8.59843 0.633 -0.287 -0.729 -0.35
H -2.49203 -10.20414 -2.70700 0.593 -0.092 -0.144 0.34
H 5.40383 -1.09440 1.29564 0.142 0.660 -0.750 0.33
H 3.72147 9.27872 -4.42563 0.632 -0.045 -0.292 0.37
H 5.83569 4.69869 5.51964 -0.427 -0.435 0.083 0.33
H -2.04273 7.83637 4.54276 0.093 -0.685 -0.251 0.32
H 2.38664 8.70922 6.58361 0.027 -0.442 -0.194 0.32
H 5.67476 3.68557 2.55391 0.473 -0.372 0.249 0.27
H -0.24297 -0.84945 -6.07515 0.036 0.225 -0.162 0.30
H -1.74237 9.06225 3.38980 0.416 0.277 0.003 0.31
H -0.14153 5.18875 -4.99049 -0.210 -0.120 0.100 0.29
C -5.26406 -5.03180 2.24982 -0.786 -1.215 -0.491 -0.83
H 6.78411 -1.53460 2.13113 0.442 0.216 0.362 0.30
H -1.70423 -1.02447 -5.17311 -0.473 -0.042 -0.288 0.35
H 0.11265 6.63216 3.58201 0.163 -0.014 0.138 0.28
H -6.84751 -8.56678 0.37967 -0.391 0.254 -0.080 0.33
H 0.04360 -0.57815 -11.05966 0.651 -0.408 -0.057 0.29
C 1.34295 8.92050 6.81637 0.824 0.028 -0.529 -1.02
C -1.53108 8.01313 3.59669 -0.513 0.649 -0.400 -1.10
```
Forces are in eV/Å.

The LUMO energy comes out at 0.0 eV. Its structure (SMILES) is C[N+](=O)[O-].CCOC(C)=O.CCOC(C)=O.CCOC(C)=O.CCOC(C)=O.CCOC(C)=O.CCOC(C)=O.CCOC(C)=O.CCOC(C)=O. The gap between HOMO and LUMO comes out at 9.98 eV. Its charge is 0. The value obtained for the HOMO energy is -0.36698 hartree.